(1)
10
Properties=species:S:1:pos:R:3 method="wB97M-V/def2-TZVPD" total_energy_ha=-226.22940 de_lowest_kj_mol=953.0 orbital_gap_ev="10.88 / 7.88" charge=+1
C -1.283 -0.135 0.675
C -0.212 -0.772 -0.162
C 0.601 0.390 0.473
N -0.611 0.873 1.098
N 0.308 0.288 -0.971
H -2.307 -0.550 0.889
H -0.163 -1.867 -0.478
H 2.932 0.810 1.519
H 1.060 -0.030 -1.543
H -0.325 0.991 -1.500


(2)
16
Properties=species:S:1:pos:R:3 method="wB97M-V/def2-TZVPD" total_energy_ha=-363.76976 de_lowest_kj_mol=12.3 smiles=c1ccn2cccc2c1 orbital_gap_ev=8.42 charge=0
C 2.092 -0.161 -0.627
C 2.078 0.198 0.793
C 0.852 0.361 1.327
N -0.284 0.152 0.600
C -1.557 0.268 1.042
C -2.454 0.006 0.011
C -1.677 -0.307 -1.131
C -0.340 -0.162 -0.758
C 0.941 -0.429 -1.369
H 3.094 -0.149 -1.087
H 3.009 0.418 1.322
H 0.595 0.725 2.347
H -1.771 0.755 1.994
H -3.551 -0.087 -0.024
H -1.983 -0.648 -2.120
H 0.957 -0.941 -2.322


(3)
208
Properties=species:S:1:pos:R:3 method="wB97M-V/def2-TZVPD" total_energy_ha=-4006.49726 orbital_gap_ev=8.24 charge=0
C -1.671 -2.603 -2.526
O -1.925 -1.367 -2.528
N -2.671 -3.551 -2.526
N -0.445 -3.142 -2.697
H -2.490 -4.542 -2.658
H -3.498 -3.212 -2.984
H -0.355 -4.107 -2.409
H 0.367 -2.567 -2.556
C 1.141 0.254 3.094
O 2.301 0.162 3.551
N 0.098 -0.534 3.693
N 0.630 1.051 2.077
H 0.261 -1.533 3.857
H -0.714 -0.494 3.081
H 1.289 1.688 1.640
H 0.238 0.471 1.326
C 4.227 2.487 1.681
O 3.163 2.706 0.999
N 5.500 2.531 1.087
N 4.252 1.963 2.940
H 6.267 2.472 1.731
H 5.534 3.103 0.241
H 3.521 1.309 3.215
H 5.191 1.692 3.231
C 0.117 -4.650 0.812
O 0.806 -5.647 1.073
N -0.969 -4.739 -0.085
N 0.506 -3.404 1.280
H -1.194 -5.677 -0.313
H -1.700 -4.069 -0.210
H 0.093 -2.598 0.837
H 1.431 -3.300 1.712
C -2.702 0.910 -5.605
O -3.002 1.608 -6.512
N -3.027 -0.529 -5.654
N -2.064 1.323 -4.368
H -2.814 -1.021 -4.802
H -3.904 -0.734 -6.114
H -1.775 2.298 -4.346
H -1.489 0.526 -4.028
O 2.442 -1.755 -2.347
H 2.319 -0.974 -1.766
H 2.453 -2.495 -1.733
O 2.315 0.862 -1.040
H 2.452 1.273 -1.902
H 2.827 1.430 -0.429
O -0.074 -0.402 -0.303
H -0.810 -0.485 -0.925
H 0.597 0.193 -0.682
O 1.189 1.481 -4.247
H 1.333 0.688 -4.771
H 1.886 2.077 -4.491
O 1.944 -1.177 -5.178
H 2.080 -1.343 -4.217
H 1.031 -1.419 -5.339
O 3.705 4.187 -1.269
H 3.149 4.610 -1.925
H 3.201 4.234 -0.449
C -3.191 -1.982 1.104
C -3.870 -2.144 2.446
C -3.184 -3.400 3.041
C -3.577 -3.636 4.489
C -3.053 -2.427 5.285
C -3.597 -1.079 4.788
N -3.402 -1.036 3.286
O -3.916 0.190 2.802
C -5.052 -0.910 5.257
C -2.756 0.032 5.416
C -5.382 -2.492 2.261
H -2.105 -2.013 1.288
H -3.390 -1.075 0.542
H -3.513 -2.866 0.529
H -3.518 -4.231 2.416
H -2.101 -3.292 3.001
H -3.179 -4.605 4.877
H -4.651 -3.682 4.583
H -1.966 -2.393 5.310
H -3.423 -2.557 6.321
H -5.516 0.003 4.865
H -5.709 -1.692 4.895
H -5.116 -0.811 6.323
H -2.905 1.076 5.128
H -2.812 -0.043 6.500
H -1.704 -0.261 5.213
H -5.441 -3.315 1.556
H -5.987 -1.676 1.843
H -5.933 -2.812 3.161
H -3.121 0.688 2.575
C -7.749 5.001 -3.693
C -8.002 3.732 -2.833
C -9.203 3.051 -3.362
C -9.440 1.666 -2.848
C -8.189 0.816 -3.100
C -6.967 1.387 -2.439
N -6.776 2.772 -2.933
O -5.768 3.399 -2.189
C -6.961 1.301 -0.936
C -5.684 0.613 -2.936
C -8.251 4.241 -1.433
H -8.661 5.596 -3.841
H -7.311 4.810 -4.688
H -7.038 5.665 -3.199
H -10.027 3.697 -3.107
H -9.121 2.916 -4.457
H -10.282 1.217 -3.386
H -9.714 1.671 -1.795
H -8.070 0.750 -4.194
H -8.341 -0.212 -2.782
H -6.789 0.285 -0.546
H -6.127 1.875 -0.551
H -7.884 1.679 -0.496
H -5.687 0.255 -3.954
H -4.837 1.287 -2.869
H -5.419 -0.255 -2.314
H -8.760 5.210 -1.413
H -7.384 4.343 -0.817
H -8.820 3.480 -0.894
H -4.971 3.185 -2.662
C 9.715 1.962 -3.683
C 8.934 0.644 -3.335
C 9.351 0.315 -1.930
C 8.465 -0.792 -1.312
C 7.134 -0.256 -1.218
C 6.600 0.053 -2.580
N 7.510 1.042 -3.207
O 7.008 1.424 -4.492
C 6.383 -1.190 -3.436
C 5.304 0.815 -2.396
C 9.371 -0.486 -4.285
H 10.783 1.908 -3.467
H 9.307 2.811 -3.123
H 9.601 2.171 -4.745
H 10.412 0.068 -2.015
H 9.254 1.144 -1.247
H 8.808 -0.899 -0.264
H 8.493 -1.755 -1.813
H 7.192 0.650 -0.600
H 6.470 -0.978 -0.721
H 5.446 -1.668 -3.241
H 6.202 -0.878 -4.470
H 7.159 -1.965 -3.407
H 4.862 1.024 -3.378
H 4.552 0.251 -1.865
H 5.462 1.751 -1.864
H 9.031 -0.214 -5.283
H 9.006 -1.480 -4.054
H 10.417 -0.723 -4.315
H 6.555 2.229 -4.264
C 3.759 -4.846 0.132
C 4.405 -4.424 1.461
C 4.940 -3.012 1.168
C 5.389 -2.276 2.368
C 4.192 -2.259 3.246
C 3.742 -3.579 3.766
N 3.354 -4.320 2.516
O 2.785 -5.556 2.865
C 4.790 -4.163 4.662
C 2.461 -3.360 4.552
C 5.567 -5.416 1.774
H 4.425 -4.798 -0.730
H 2.817 -4.351 -0.130
H 3.469 -5.909 0.226
H 5.684 -3.126 0.396
H 4.133 -2.406 0.684
H 5.620 -1.231 2.095
H 6.231 -2.749 2.866
H 3.400 -1.760 2.683
H 4.371 -1.630 4.128
H 5.837 -4.015 4.286
H 4.735 -3.630 5.644
H 4.665 -5.204 4.913
H 2.361 -4.150 5.320
H 2.422 -2.380 5.010
H 1.530 -3.449 3.994
H 6.412 -4.856 2.153
H 5.843 -6.048 0.918
H 5.323 -6.122 2.561
H 2.033 -5.667 2.219
C -2.986 1.776 -0.310
C -2.302 3.020 0.126
C -3.140 4.252 -0.284
C -2.741 5.571 0.457
C -2.923 5.298 1.965
C -1.993 4.126 2.454
N -2.409 2.979 1.623
O -1.881 1.832 2.155
C -0.504 4.588 2.343
C -2.356 3.794 3.871
C -0.877 3.144 -0.452
H -3.979 1.814 0.132
H -2.431 0.911 0.058
H -3.040 1.658 -1.407
H -3.194 4.258 -1.364
H -4.158 4.066 0.058
H -3.378 6.423 0.161
H -1.725 5.751 0.177
H -3.996 5.133 2.083
H -2.657 6.191 2.561
H -0.250 5.279 3.169
H 0.160 3.721 2.520
H -0.196 5.070 1.428
H -1.730 2.975 4.201
H -2.222 4.673 4.517
H -3.412 3.618 3.950
H -0.063 2.603 0.066
H -0.572 4.184 -0.495
H -0.888 2.679 -1.442
H -0.909 1.815 2.284


Question: Which of these has the highest charge?
Answer: C3H5N2


Repeat the first record exactly.
10
Properties=species:S:1:pos:R:3 method="wB97M-V/def2-TZVPD" total_energy_ha=-226.22940 de_lowest_kj_mol=953.0 orbital_gap_ev="10.88 / 7.88" charge=+1
C -1.283 -0.135 0.675
C -0.212 -0.772 -0.162
C 0.601 0.390 0.473
N -0.611 0.873 1.098
N 0.308 0.288 -0.971
H -2.307 -0.550 0.889
H -0.163 -1.867 -0.478
H 2.932 0.810 1.519
H 1.060 -0.030 -1.543
H -0.325 0.991 -1.500